[1]
Computed, not measured: a molecular structure, C34H41MnN4PS at a distorted geometry, with ωB97M-V/def2-TZVPD.

As for the spin multiplicity: 5. Its largest force on an atom is 5.1 eV Å⁻¹. The molecular weight is 623.7 g mol⁻¹. For the gap between HOMO and LUMO (spin up / spin down), the calculation gives 5.28 / 5.43 eV. Its total charge is +1. The calculation puts the LUMO energy (spin up / spin down) at -0.1482 / -0.1500 Eh. Its energy above the lowest of the compared OMol25 structures with the same formula, charge and spin is 0.0000 eV. Its electronic energy is -93318.76671 eV.

Cartesian coordinates (Å):
Mn: -0.21483 0.40823 -0.66716
C: -0.12343 2.80283 3.06404
C: -0.69953 1.38443 3.16564
C: -2.20703 1.48823 3.40504
P: -0.29753 0.40823 1.63654
C: -0.79583 -1.33137 2.06124
C: -2.25403 -1.57717 1.64854
C: 0.06347 -2.39077 1.36014
C: 1.57267 0.29623 1.67144
C: 2.22167 0.12533 2.91914
C: 3.61517 0.09423 3.03364
C: 4.28127 -0.06807 4.36364
C: 4.37607 0.25503 1.88324
C: 3.75387 0.38793 0.63804
C: 2.34937 0.37493 0.47304
N: 1.73897 0.40823 -0.74986
C: 2.46867 0.55283 -1.88496
C: 3.06947 -0.55347 -2.53966
C: 2.99847 -1.94097 -1.95186
C: 3.78137 -0.37067 -3.74076
C: 3.88297 0.88613 -4.34026
C: 4.59237 1.05113 -5.64766
C: 3.24567 1.96923 -3.73346
C: 2.54357 1.81683 -2.52386
C: 1.85887 3.01963 -1.92226
H: -0.35413 3.37663 3.96894
H: -0.53983 3.34853 2.20934
H: 0.96617 2.79993 2.95834
H: -0.27163 0.90053 4.04874
H: -2.74403 1.83963 2.51694
H: -2.42383 2.18373 4.22394
H: -2.62673 0.52333 3.70344
H: -0.70203 -1.47537 3.14354
H: -2.38463 -1.48447 0.56334
H: -2.95233 -0.88147 2.11834
H: -2.56833 -2.58787 1.93294
H: 0.06847 -2.25747 0.27224
H: -0.31893 -3.39677 1.56844
H: 1.10077 -2.37547 1.70804
H: 1.63407 0.00293 3.82054
H: 3.56657 -0.36817 5.13694
H: 4.74297 0.87533 4.67134
H: 5.05187 -0.84447 4.31114
H: 5.46037 0.26153 1.92644
H: 4.39387 0.48863 -0.23626
H: 1.99557 -2.16457 -1.57516
H: 3.72707 -2.04817 -1.14266
H: 3.22287 -2.70027 -2.70926
H: 4.24927 -1.22947 -4.21306
H: 5.45627 0.38123 -5.70946
H: 4.96567 2.07373 -5.76696
H: 3.91067 0.82803 -6.47436
H: 3.28357 2.94763 -4.20296
H: 1.98187 3.90693 -2.55266
H: 2.28397 3.25303 -0.94096
H: 0.78297 2.83933 -1.82546
N: -4.02963 -1.07057 -0.66696
C: -4.16333 -2.46517 -0.66896
C: -5.44163 -3.04547 -0.66816
C: -5.59693 -4.43327 -0.66796
C: -4.47543 -5.25627 -0.66796
C: -3.20123 -4.68907 -0.66776
C: -3.04173 -3.29647 -0.66796
S: -1.40363 -2.61707 -0.66736
N: -1.63463 -0.97267 -0.66716
C: -2.81013 -0.40647 -0.66696
C: -2.83233 1.14373 -0.66626
C: -4.02733 1.86293 -0.66466
C: -3.97963 3.25893 -0.66476
C: -2.75073 3.90433 -0.66606
C: -1.60983 3.12563 -0.66706
N: -1.62613 1.77733 -0.66716
H: -4.89703 -0.56337 -0.67566
H: -6.33163 -2.42207 -0.66756
H: -6.59223 -4.87057 -0.66756
H: -4.58913 -6.33727 -0.66766
H: -2.32963 -5.34007 -0.66736
H: -4.99913 1.39153 -0.66296
H: -4.89903 3.83863 -0.66366
H: -2.68253 4.98643 -0.66616
H: -0.62063 3.57473 -0.66786
H: -0.21483 0.40823 -2.39586

Results of the Mulliken charge analysis, in e, for atoms 1 through 6: number 1, Mn, carries -0.74; number 2, C, carries -1.39; number 3, C, carries 0.72; number 4, C, carries -1.43; number 5, P, carries 2.10; number 6, C, carries 0.10

[2]
Computed, not measured: 2 unconnected molecules or ions with the total composition C34H41N5O3 at a distorted geometry, with ωB97M-V/def2-TZVPD.

Its largest force on an atom is 4.4 eV Å⁻¹. The molecular weight is 567.7 g mol⁻¹. For the gap between HOMO and LUMO, the calculation gives 3.61 eV. The calculation puts the LUMO energy at -0.0564 Eh. Its electronic energy is -49512.10173 eV.

Cartesian coordinates (Å):
C: 4.27572 -1.30213 -5.75790
C: 3.16453 -1.53463 -4.78052
C: 3.44904 -2.18138 -3.57736
C: 2.45869 -2.40683 -2.62674
C: 2.80529 -3.12657 -1.36246
C: 1.15379 -1.97976 -2.91086
N: 0.12798 -2.35899 -1.99802
C: -0.68148 -1.55483 -1.30516
N: -1.48575 -2.25577 -0.49148
C: -2.49723 -1.73463 0.33516
C: -3.39792 -0.75933 -0.21686
C: -3.34667 -0.35481 -1.55114
C: -4.40160 -0.25529 0.68490
C: -4.52051 -0.69264 1.99751
C: -5.58450 -0.09289 2.87163
C: -3.63410 -1.67455 2.46239
C: -2.60751 -2.17098 1.65458
C: -1.65972 -3.16205 2.25881
C: -1.28636 -3.69566 -0.70909
C: -0.22242 -3.76755 -1.75887
C: 0.82630 -1.32925 -4.11220
C: -0.59759 -0.99243 -4.44466
C: 1.85362 -1.12088 -5.03691
H: 3.89124 -0.85277 -6.67743
H: 5.03323 -0.63472 -5.32335
H: 4.77360 -2.24838 -6.00841
H: 4.46677 -2.52693 -3.38170
H: 2.13555 -2.87975 -0.53804
H: 2.80271 -4.21552 -1.49444
H: 3.81753 -2.86359 -1.04221
H: -4.01613 0.44575 -1.86103
H: -0.59343 -0.46475 -1.29052
H: -2.90209 -0.98849 -2.31831
H: -5.12712 0.46800 0.29719
H: -5.52985 -0.49221 3.88629
H: -5.47501 0.99860 2.91494
H: -6.57746 -0.30973 2.46019
H: -3.71986 -2.05705 3.47972
H: -1.63491 -3.00923 3.34286
H: -1.98961 -4.20067 2.11486
H: -0.63044 -3.06505 1.89862
H: -1.00070 -4.18646 0.22099
H: -2.21910 -4.13676 -1.07432
H: -0.61970 -4.20551 -2.68143
H: 0.65981 -4.33483 -1.45760
H: -0.65093 -0.55576 -5.45026
H: -1.23938 -1.88890 -4.44507
H: -1.03787 -0.26211 -3.75092
H: 1.62410 -0.65362 -5.99631
C: 2.64329 3.56915 -3.77184
C: 2.44757 2.80323 -2.49404
O: 1.07828 2.31427 -2.43509
C: 0.86285 1.46730 -1.38613
C: -0.57390 1.27174 -1.07095
C: -0.99318 1.92256 0.12347
C: -2.34781 2.54213 0.24534
N: -0.09689 1.93411 1.10854
N: -0.32692 2.60567 2.18798
C: 0.44044 2.07508 3.26048
N: 0.36103 3.01440 4.27128
C: 1.04855 2.96521 5.47288
C: 0.99536 4.05856 6.36800
C: 1.74794 4.03674 7.54402
C: 2.53878 2.91811 7.85543
C: 2.57033 1.81807 6.98830
C: 1.83332 1.84436 5.80322
O: 1.00624 0.98648 3.28501
O: 1.79293 0.91657 -0.80377
H: 3.68710 3.88638 -3.84007
H: 2.41789 2.95524 -4.64767
H: 2.01113 4.46024 -3.80808
H: 3.14782 1.96190 -2.44478
H: 2.61738 3.45966 -1.62964
H: -1.28991 1.29232 -1.89868
H: -2.53165 3.24831 -0.57654
H: -3.11999 1.76863 0.18917
H: -2.45335 3.05929 1.20961
H: -0.20161 3.81666 4.00634
H: 0.37253 4.92016 6.12100
H: 1.72213 4.89027 8.22399
H: 3.12967 2.89826 8.77226
H: 3.16436 0.93113 7.21317
H: 1.86577 1.01207 5.10875

Results of the Mulliken charge analysis, in e, for atoms 1 through 6: number 1, C, carries -1.53; number 2, C, carries 0.86; number 3, C, carries -0.99; number 4, C, carries 1.51; number 5, C, carries -2.29; number 6, C, carries -0.43

[3]
Computed, not measured: a gas-phase ion, C34H41N6O2 (charge +1) at a distorted geometry, with ωB97M-V/def2-TZVPD.

Its largest force on an atom is 2.2 eV Å⁻¹. The molecular weight is 565.7 g mol⁻¹. For the gap between HOMO and LUMO, the calculation gives 7.37 eV. The SMILES is CCN1CCN2CCN(CC)c3c[n+](C(c4cn(C)c5ccc(OC)cc45)c4cn(C)c5ccc(OC)cc45)cc1c32. Its total charge is +1. The calculation puts the LUMO energy at -0.0811 Eh. Its energy above the lowest of the compared OMol25 structures with the same formula, charge and spin is 1.8911 eV. Its electronic energy is -48952.31315 eV.

Cartesian coordinates (Å):
C: 4.81594 5.44152 3.51851
C: 3.94996 6.69374 3.45318
N: 3.06023 6.83479 4.59465
C: 3.19408 8.06009 5.28454
C: 2.65585 8.05098 6.68292
N: 1.44398 7.27639 6.73528
C: 0.65474 7.63008 7.88194
C: -0.29989 6.51966 8.19007
N: -0.84681 5.87236 7.06175
C: -2.06816 5.13253 7.34464
C: -3.25451 5.59883 6.51548
C: -0.10888 5.59899 5.94073
C: -0.44470 4.66922 4.92332
N: 0.38507 4.38259 3.84313
C: -0.01462 3.42860 2.71212
C: 1.16993 2.52382 2.33678
C: 1.87749 2.47365 1.14380
N: 2.87786 1.49691 1.23344
C: 3.83250 0.98072 0.26672
C: 2.80517 0.91665 2.47007
C: 3.55528 -0.14818 2.94099
C: 3.27096 -0.66664 4.19831
C: 2.21049 -0.08094 4.95455
O: 1.81255 -0.50760 6.17743
C: 2.49875 -1.47598 6.99477
C: 1.44045 1.01073 4.44613
C: 1.70602 1.48188 3.17881
C: -0.50801 4.12576 1.41536
C: 0.22285 4.86560 0.49843
N: -0.57320 5.22326 -0.57114
C: -0.11126 5.99663 -1.71707
C: -1.82952 4.67390 -0.38654
C: -2.88855 4.70434 -1.28965
C: -3.98168 3.90900 -0.99025
C: -3.98612 3.05895 0.15873
O: -5.07371 2.25121 0.28543
C: -5.18148 1.19699 1.27126
C: -2.89312 3.06447 1.07812
C: -1.80661 3.89471 0.81452
C: 1.57244 5.03774 3.79876
C: 1.95260 6.04604 4.71289
C: 1.10739 6.32095 5.81588
H: 5.44683 5.37824 2.62679
H: 5.46754 5.48467 4.40629
H: 4.20306 4.53241 3.58891
H: 4.59473 7.57896 3.44742
H: 3.37165 6.70278 2.51782
H: 4.24839 8.34574 5.33798
H: 2.68471 8.88250 4.75357
H: 3.39227 7.60949 7.38290
H: 2.41701 9.04898 7.03761
H: 1.34525 7.82816 8.69690
H: 0.11189 8.56720 7.66120
H: 0.23337 5.81492 8.85145
H: -1.09666 6.94870 8.81147
H: -1.88869 4.06108 7.16681
H: -2.28538 5.26720 8.40609
H: -4.13936 5.00639 6.77014
H: -3.46856 6.65849 6.72324
H: -3.04956 5.49351 5.44315
H: -1.40956 4.12548 4.93805
H: -0.87447 2.78768 3.10996
H: 1.77610 3.03005 0.22866
H: 4.45813 0.28781 0.82348
H: 3.36887 0.40293 -0.54150
H: 4.47441 1.76406 -0.12221
H: 4.36813 -0.55879 2.35189
H: 3.89639 -1.47765 4.59180
H: 1.86228 -1.49510 7.87273
H: 2.52485 -2.46791 6.52611
H: 3.51299 -1.15423 7.26708
H: 0.61158 1.38817 5.03634
H: 1.27828 5.08941 0.52874
H: -0.96504 6.14413 -2.36984
H: 0.26739 6.97508 -1.39986
H: 0.67598 5.49293 -2.30017
H: -2.90643 5.34241 -2.17966
H: -4.87983 3.88738 -1.59441
H: -6.18220 0.81964 1.09968
H: -4.43549 0.40257 1.08534
H: -5.07880 1.58194 2.29769
H: -2.81670 2.38424 1.92229
H: 2.20688 4.79821 2.92448

Results of the Mulliken charge analysis, in e, for atoms 1 through 6: number 1, C, carries -1.00; number 2, C, carries -0.76; number 3, N, carries 0.09; number 4, C, carries -0.69; number 5, C, carries -0.85; number 6, N, carries -0.30